C5H11N3 in the gas phase at a distorted geometry, computed with ωB97M-V with the def2-TZVPD basis set.

Last column: Mulliken charge in e.
Atoms and positions in Å:
C 1.006 -0.072 -2.394  -0.80
N 1.192 0.636 -1.072  -0.47
C 0.351 0.334 -0.067  0.47
C 0.629 1.490 1.100  -0.43
C 0.313 0.593 2.337  -0.53
N -0.959 -0.420 1.835  -0.58
N -0.591 -0.498 0.357  0.17
C -1.267 -1.543 -0.544  -0.91
H 1.529 0.702 -3.328  0.23
H 1.913 -0.979 -2.263  0.23
H 0.036 -0.413 -2.634  0.26
H -0.240 2.097 0.657  0.18
H 1.613 1.955 0.887  0.33
H -0.225 1.230 3.082  0.26
H 1.072 0.104 2.728  0.37
H -1.890 0.247 1.851  0.27
H -1.476 -2.461 0.015  0.35
H -2.156 -1.255 -0.864  0.43
H -0.850 -1.748 -1.682  0.17

Its multiplicity is 1. The value obtained for the energy relative to the best compared isomer or geometry (same formula, charge and spin) is 147.2 kcal/mol. Its total energy is -361.1548 Ha. The SMILES is C/N=C1/CCNN1C. The max |F| comes out at 0.1644 hartree/bohr.